# 1
Formula: C24H64O8
Source: the Open Molecules 2025 dataset
Level of theory: ωB97M-V/def2-TZVPD

Properties
energy relative to the best compared isomer or geometry (same formula, charge and spin): 19.50 kcal per mole
SMILES string: CC(C)O.CC(C)O.CC(C)O.CC(C)O.CC(C)O.CC(C)O.CC(C)O.CC(C)O
LUMO: 0.014 Eh
Kohn-Sham gap: 10.032 eV

Structure (ORCA input):
```
! RIJCOSX wB97M-V def2-TZVPD def2/J DEFGRID3
* xyz 0 1
C 3.4821 -3.0682 -2.5866
C 2.5932 -2.5318 -3.7138
C 2.3903 -3.5544 -4.8137
O 1.3231 -2.1408 -3.2179
H 3.4223 -2.4228 -1.7087
H 4.5352 -3.0354 -2.8851
H 3.2565 -4.1033 -2.3314
H 3.0856 -1.6533 -4.1511
H 3.2919 -3.6233 -5.4215
H 1.5565 -3.2907 -5.4692
H 2.0892 -4.5339 -4.4339
H 1.4233 -1.4513 -2.5399
C -1.6421 6.2326 2.0518
C -2.5054 5.0287 1.7545
C -1.8099 3.9900 0.8979
O -2.6812 4.2951 3.0251
H -2.0971 6.8126 2.8551
H -1.5926 6.8315 1.1351
H -0.6361 5.9551 2.3583
H -3.5084 5.2711 1.3975
H -1.5539 4.4390 -0.0735
H -2.4834 3.1792 0.6287
H -0.8397 3.7105 1.3047
H -3.4203 4.7023 3.4923
C -1.2471 2.2707 5.6002
C -0.0081 3.0447 5.1830
C 0.7467 2.3089 4.0560
O -0.3923 4.3457 4.7524
H -1.9440 2.2051 4.7649
H -1.6735 2.6832 6.5136
H -0.9834 1.2338 5.8409
H 0.7412 3.1437 5.9721
H 0.2003 2.3817 3.1107
H 0.9194 1.2684 4.3245
H 1.7068 2.8050 3.8971
H -1.0685 4.1877 4.0669
C -0.1115 0.6029 0.0664
C 1.3050 0.8794 -0.3427
C 2.2337 0.9040 0.8599
O 1.7063 -0.0556 -1.3410
H -0.2758 -0.4172 0.4219
H -0.7308 0.6781 -0.8336
H -0.4586 1.3246 0.8026
H 1.3488 1.8768 -0.8091
H 2.2337 -0.0550 1.3872
H 1.8700 1.6466 1.5746
H 3.2747 1.1492 0.6442
H 2.6125 0.1869 -1.6103
C 3.3700 1.6570 -3.8428
C 4.5568 1.6863 -2.9011
C 4.5717 3.0215 -2.1511
O 4.4188 0.6257 -1.9393
H 2.4347 1.8757 -3.3230
H 3.1953 0.6731 -4.2829
H 3.5342 2.3982 -4.6232
H 5.5145 1.5507 -3.4116
H 4.8227 3.8537 -2.8131
H 5.2081 2.9891 -1.2664
H 3.5685 3.2772 -1.7963
H 5.1975 0.6120 -1.3754
C -2.2128 -2.4898 1.5524
C -1.2554 -2.2732 2.7101
C -1.1149 -0.7905 3.0769
O -1.5994 -3.0480 3.8624
H -1.8302 -2.0224 0.6457
H -3.1920 -2.0208 1.6970
H -2.3962 -3.5590 1.4411
H -0.2859 -2.6659 2.3668
H -0.9144 -0.2605 2.1411
H -0.1933 -0.6274 3.6443
H -1.9665 -0.4374 3.6512
H -0.8649 -2.9258 4.4720
C -0.3028 -5.4029 -1.5500
C -0.6533 -4.0772 -0.8596
C 0.4975 -3.5774 -0.0105
O -1.0749 -3.1328 -1.8254
H 0.6422 -5.3073 -2.0925
H -1.0629 -5.5717 -2.3158
H -0.2521 -6.2587 -0.8782
H -1.5062 -4.2373 -0.1939
H 0.1679 -2.6816 0.5307
H 1.3470 -3.2233 -0.5962
H 0.7866 -4.3230 0.7296
H -0.2971 -2.8363 -2.3312
C -4.4890 -2.3404 -2.6321
C -4.1958 -1.4092 -1.4652
C -3.3535 -0.2151 -1.8193
O -5.4550 -0.9372 -0.9576
H -5.2197 -3.0806 -2.2860
H -3.5917 -2.8488 -2.9830
H -5.0469 -1.8524 -3.4360
H -3.7882 -2.0423 -0.6668
H -2.3688 -0.5007 -2.1905
H -3.1750 0.4019 -0.9361
H -3.8587 0.3749 -2.5852
H -6.0011 -1.6581 -0.6410
*
```

***

# 2
Formula: C24H65BF4N4O9
Source: the Open Molecules 2025 dataset
Level of theory: ωB97M-V/def2-TZVPD

Properties
energy relative to the best compared isomer or geometry (same formula, charge and spin): 52.77 kcal per mole
LUMO: -0.183 Eh
Kohn-Sham gap: 9.325 eV

Structure (ORCA input):
```
! RIJCOSX wB97M-V def2-TZVPD def2/J DEFGRID3
* xyz 2 1
O 0.5882 0.3064 -0.1635
H 0.1705 0.5729 -1.0010
C 2.3695 -4.5929 2.7374
O 2.5724 -3.3065 3.2804
C 1.4677 -2.4502 3.2950
C 1.2544 -1.5582 2.1241
N 2.4849 -0.8361 1.5284
H 2.9818 -1.5739 1.0454
H 2.0983 -0.1714 0.8606
C 3.3580 0.0718 2.3568
C 2.5699 1.1768 3.0704
O 1.6313 0.6168 3.9282
C 1.5113 1.1375 5.2642
H 2.2298 -4.4293 1.6660
H 1.4495 -5.0778 3.0689
H 3.2300 -5.2222 2.9555
H 1.7263 -1.7850 4.1199
H 0.5627 -3.0327 3.4735
H 0.4768 -0.8863 2.4828
H 0.8739 -2.1293 1.2771
H 4.2186 0.4500 1.8050
H 3.8506 -0.5390 3.1148
H 2.0351 1.7772 2.3306
H 3.1708 1.8739 3.6563
H 0.6591 0.6693 5.7542
H 1.3062 2.2061 5.1883
H 2.4425 0.8999 5.7784
C -2.1608 -4.0889 -4.8365
O -1.2961 -3.1879 -4.0861
C -0.6680 -3.8131 -3.0061
C 0.1446 -2.8252 -2.2430
N -0.7348 -1.6642 -1.7438
H -0.2728 -1.0591 -1.0690
H -0.8659 -1.1082 -2.5842
C -2.1866 -1.7630 -1.2061
C -2.3138 -2.5412 0.0368
O -1.8942 -1.7386 1.1270
C -2.1582 -2.3667 2.3761
H -2.5845 -4.8556 -4.1888
H -1.7135 -4.5072 -5.7390
H -2.9040 -3.4309 -5.2870
H -0.0272 -4.6498 -3.2893
H -1.4387 -4.1236 -2.2953
H 0.7796 -2.2925 -2.9528
H 0.7491 -3.1350 -1.3919
H -2.6897 -2.3051 -2.0068
H -2.5101 -0.7257 -1.1399
H -1.5943 -3.3477 -0.1235
H -3.3448 -2.8505 0.2113
H -1.9201 -1.6956 3.2002
H -1.7222 -3.3539 2.5437
H -3.2209 -2.6167 2.4111
C -5.2997 0.1701 0.2291
O -3.9715 0.5285 0.4326
C -3.6997 1.9093 0.1414
C -2.1702 2.0457 0.0827
N -1.5076 1.3932 1.3226
H -2.0427 0.5324 1.3950
H -0.5836 1.2186 0.9292
C -1.3574 2.1953 2.6744
C -2.7239 2.3348 3.4248
O -3.4796 1.0899 3.4843
C -4.8353 1.1849 3.8888
H -5.8048 0.4658 -0.6935
H -5.9716 0.6485 0.9453
H -5.2824 -0.9182 0.2747
H -4.0776 2.5914 0.9053
H -4.2226 2.1273 -0.7903
H -1.8374 3.0839 0.1083
H -1.7878 1.6855 -0.8727
H -0.8744 3.1428 2.4421
H -0.6659 1.4733 3.1092
H -3.2907 3.1542 2.9800
H -2.4457 2.7192 4.4079
H -5.3332 1.9932 3.3487
H -5.0404 1.3989 4.9386
H -5.3452 0.2607 3.6204
C 5.0824 0.9421 -5.1557
O 3.9770 0.7289 -4.3087
C 3.0176 1.7351 -4.2796
C 2.0427 1.5269 -3.0633
N 2.7697 1.0419 -1.8587
H 2.0843 0.9570 -1.1052
H 3.2297 0.1641 -2.0674
C 3.8227 1.9364 -1.3129
C 3.2962 3.3330 -0.9082
O 2.4635 3.1511 0.2409
C 1.2728 3.9558 0.0468
H 4.7968 1.2069 -6.1746
H 5.7372 0.0729 -5.1329
H 5.6459 1.7965 -4.7738
H 2.4727 1.7533 -5.2258
H 3.4683 2.7311 -4.2839
H 1.3496 0.7138 -3.2752
H 1.5203 2.4699 -2.9164
H 4.6973 1.8575 -1.9569
H 4.0231 1.4277 -0.3685
H 2.8575 3.8580 -1.7578
H 4.1295 4.0111 -0.7149
H 1.5251 4.9717 0.3498
H 0.5212 3.3602 0.5662
H 0.7622 4.0473 -0.9144
B -1.4943 0.7691 -4.0243
F -0.7821 -0.4030 -4.2976
F -2.5448 0.3171 -3.2220
F -0.7665 1.7646 -3.4027
F -2.0687 1.2507 -5.1463
*
```

***

# 3
Formula: C24H66F6N22O50PbS2
Source: the Open Molecules 2025 dataset
Level of theory: ωB97M-V/def2-TZVPD

Properties
LUMO: -0.035 Eh
Kohn-Sham gap: 8.279 eV

Structure (ORCA input):
```
! RIJCOSX wB97M-V def2-TZVPD def2/J DEFGRID3
* xyz 0 1
Pb -0.0301 1.0323 -3.9164
C -0.6310 0.4950 1.1447
F -0.1180 0.1063 2.3473
F -1.6969 -0.1558 0.7819
F -0.9348 1.8187 1.0820
S 0.6997 0.0772 -0.2149
O 1.9033 0.8124 0.2074
O 0.7798 -1.4034 -0.2557
O 0.2148 0.6500 -1.5273
C -1.0066 2.7311 -8.3471
F -0.8410 4.0870 -8.1854
F -1.6519 2.5177 -9.5217
F 0.1597 2.0298 -8.3224
S -2.1136 1.9808 -6.8460
O -3.3051 2.8196 -6.8599
O -2.3668 0.6116 -7.2299
O -1.2626 2.1468 -5.6588
C -4.1872 0.6573 -1.3853
N -3.4514 1.5690 -2.2992
O -2.5190 1.1752 -3.0038
O -3.6026 2.7748 -2.1607
H -3.3898 0.4092 -0.6848
H -4.4573 -0.2307 -1.9568
H -5.0286 1.2139 -0.9727
C -0.5848 2.7821 5.8864
N -1.8676 3.5033 5.6035
O -2.0421 4.0283 4.5185
O -2.8039 3.4525 6.4268
H -0.2714 2.9962 6.9082
H 0.1016 3.3392 5.2487
H -0.5386 1.7061 5.7179
C 1.1319 -7.3361 -3.7095
N 1.3457 -5.8981 -3.5252
O 1.2224 -5.1059 -4.4657
O 1.5644 -5.4611 -2.3811
H 1.3225 -7.5726 -4.7563
H 0.0735 -7.4788 -3.4911
H 1.7714 -7.9729 -3.0982
C -5.1582 2.9407 3.5159
N -4.5822 2.9394 2.1793
O -3.7732 3.7838 1.9184
O -4.9081 1.9966 1.3837
H -5.6194 3.8870 3.7986
H -4.2533 2.7433 4.0906
H -5.7314 2.0153 3.5723
C 4.5777 -4.3564 -1.1566
N 5.2549 -3.3863 -0.1928
O 4.5518 -2.7803 0.5813
O 6.4913 -3.2965 -0.2065
H 3.5228 -4.4869 -0.9150
H 4.9871 -5.3657 -1.1141
H 4.7170 -3.8072 -2.0877
C 0.1795 -1.3443 -8.1544
N 0.3344 -1.3629 -6.6578
O 0.4259 -0.2962 -6.0634
O 0.4958 -2.4683 -6.1243
H 0.7187 -0.4894 -8.5624
H -0.8522 -1.1740 -8.4620
H 0.4921 -2.3273 -8.5065
C 3.5749 3.2998 -6.0746
N 2.0704 3.1210 -5.7251
O 1.7520 2.0532 -5.1550
O 1.2836 4.0297 -6.0241
H 3.8175 2.4739 -6.7432
H 4.2395 3.2990 -5.2106
H 3.7579 4.1719 -6.7024
C -0.7376 -3.4181 -3.1210
N -1.4607 -2.1098 -2.9208
O -2.3411 -1.9873 -2.0637
O -1.0774 -1.1827 -3.6419
H -0.9960 -3.7243 -4.1347
H -1.1448 -4.1146 -2.3880
H 0.3190 -3.2045 -2.9599
C -5.8835 -1.5890 2.8688
N -6.9472 -0.6013 3.1902
O -7.2991 0.2101 2.3037
O -7.2530 -0.5723 4.3557
H -5.7528 -2.3118 3.6741
H -4.9359 -1.1221 2.6004
H -6.1272 -2.2305 2.0220
C 4.1483 -0.5218 -2.3885
N 2.9492 -1.1636 -2.9474
O 2.0116 -0.4988 -3.3200
O 3.1535 -2.3087 -3.1923
H 3.9534 0.5470 -2.4774
H 4.9515 -0.7104 -3.1009
H 4.3787 -0.7950 -1.3588
C -3.0682 6.6781 3.7990
N -4.4280 6.3237 4.4273
O -4.4660 5.7419 5.5208
O -5.4660 6.7039 3.9135
H -2.3418 6.6568 4.6114
H -3.0563 7.6213 3.2527
H -2.9616 5.9042 3.0388
C -1.8487 5.3156 -1.8674
N -0.8385 4.2116 -2.1024
O -0.1363 3.8938 -1.1534
O -0.8305 3.5813 -3.1494
H -2.5455 5.0647 -1.0676
H -2.2388 5.5620 -2.8550
H -1.2860 6.1656 -1.4816
C 3.1779 3.4695 -0.6079
N 2.8764 3.2017 -2.0487
O 3.6646 3.6491 -2.8301
O 1.9389 2.5181 -2.3876
H 4.1586 3.0604 -0.3652
H 2.3011 3.0844 -0.0873
H 3.1750 4.5462 -0.4381
C -1.1801 -3.4450 0.7841
N -2.1679 -4.5339 1.0059
O -2.2106 -5.3606 0.1336
O -2.8003 -4.5016 2.0438
H -0.9329 -3.0841 1.7825
H -1.6730 -2.6047 0.2952
H -0.3764 -3.9283 0.2286
C 2.6476 -3.7017 3.0780
N 1.4047 -3.9532 3.8561
O 1.2414 -3.2971 4.9019
O 0.5943 -4.7338 3.3861
H 3.4810 -3.9394 3.7391
H 2.6879 -2.6469 2.8061
H 2.6276 -4.4617 2.2970
C 5.7983 -0.0595 1.2455
N 6.3994 1.2745 1.6094
O 7.5668 1.3392 2.0843
O 5.6704 2.2530 1.5025
H 4.8056 -0.0547 1.6957
H 6.3632 -0.9672 1.4577
H 5.7151 -0.0452 0.1588
C 4.9721 -0.8759 7.4721
N 4.4935 -0.8754 6.0526
O 5.2853 -1.1764 5.1705
O 3.3364 -0.5595 5.7615
H 4.0367 -0.8117 8.0279
H 5.5788 0.0021 7.6937
H 5.4625 -1.8422 7.5898
C 2.6744 -8.1336 -0.1611
N 1.6001 -7.1555 0.1391
O 1.8587 -5.9717 0.4469
O 0.4538 -7.5656 0.0982
H 3.1175 -7.6473 -1.0302
H 2.2335 -9.0996 -0.4069
H 3.3448 -8.2236 0.6937
C -1.6325 -1.5705 5.7133
N -2.8750 -0.7759 5.4238
O -3.9843 -1.3678 5.2937
O -2.7327 0.4444 5.4150
H -0.8636 -1.5256 4.9420
H -1.9435 -2.6110 5.8069
H -1.2671 -1.1320 6.6419
C 2.7902 2.1692 3.0984
N 3.0167 3.3654 3.9387
O 3.2254 4.3881 3.3025
O 2.9470 3.1888 5.1842
H 2.1079 1.5829 3.7139
H 3.7509 1.6608 3.0176
H 2.3624 2.5213 2.1598
C -6.5044 -3.1739 -2.2924
N -5.9143 -2.4638 -1.1514
O -4.9658 -3.0266 -0.5632
O -6.4024 -1.3466 -0.9039
H -5.6825 -3.6165 -2.8553
H -7.0315 -2.4772 -2.9442
H -7.1745 -3.9201 -1.8653
C -0.0004 5.2912 2.1846
N 0.3222 6.2044 1.0234
O -0.6480 6.8404 0.6559
O 1.4801 6.2507 0.6364
H 0.9646 5.0047 2.6027
H -0.5117 4.3987 1.8241
H -0.5872 5.8190 2.9364
*
```

***

# 4
Formula: C24H66MgN7O9
Source: the Open Molecules 2025 dataset
Level of theory: ωB97M-V/def2-TZVPD

Properties
energy relative to the best compared isomer or geometry (same formula, charge and spin): 0.00 kcal per mole
LUMO: -0.101 Eh
Kohn-Sham gap: 7.904 eV

Structure (ORCA input):
```
! RIJCOSX wB97M-V def2-TZVPD def2/J DEFGRID3
* xyz 1 1
Mg -1.3639 0.8467 -2.6230
N -0.0971 -0.6222 0.0974
O 0.9844 -0.3804 0.6764
O -0.4530 0.0832 -0.9197
O -0.8982 -1.4847 0.5181
C 2.6190 -3.3583 4.4492
C 2.2748 -1.9583 3.9117
C 2.4172 -0.8944 5.0038
O 2.2544 0.3814 4.4038
C 2.5944 1.4313 5.2747
N 3.1179 -1.7226 2.6717
H 2.3759 -4.0918 3.6807
H 2.0396 -3.6376 5.3385
H 3.6816 -3.4479 4.6827
H 1.1910 -2.0231 3.7083
H 3.4401 -0.9383 5.4066
H 1.6606 -1.1458 5.7529
H 1.8400 1.5498 6.0477
H 2.6843 2.3473 4.6876
H 3.6099 1.2928 5.6618
H 3.3668 -0.7262 2.8009
H 2.4238 -1.5196 1.9367
C -2.7752 -4.1874 -1.4254
C -1.4218 -4.4885 -2.0124
C -1.4436 -4.8444 -3.4803
O -0.1299 -4.9723 -4.0071
C -0.0751 -4.9859 -5.4340
N -0.4946 -3.3550 -1.7769
H -3.2352 -3.2860 -1.8361
H -2.7213 -4.0796 -0.3389
H -3.4881 -5.0101 -1.5353
H -1.0245 -5.3954 -1.5294
H -2.0517 -4.1005 -4.0416
H -1.9436 -5.8090 -3.6698
H -0.3644 -4.0306 -5.8899
H -0.6600 -5.8146 -5.8576
H 0.9698 -5.2027 -5.6665
H 0.4313 -3.6827 -2.0585
H -0.4324 -3.2484 -0.7629
C 3.1451 5.0047 -0.6545
C 3.0670 3.4915 -0.6801
C 3.8525 2.8585 0.4675
O 5.2073 3.2250 0.3083
C 6.0201 2.4327 1.1373
N 1.6241 3.0975 -0.5636
H 2.5281 5.3269 0.1886
H 2.8425 5.4633 -1.5913
H 4.1622 5.3232 -0.4255
H 3.3959 3.0307 -1.6157
H 3.6590 1.7822 0.5020
H 3.4446 3.3234 1.3843
H 6.2420 1.4491 0.7203
H 5.5726 2.3842 2.1353
H 7.0027 2.8695 1.3472
H 1.2345 3.4375 0.3322
H 1.6335 2.1014 -0.2726
C -1.3422 1.3886 5.1918
C -1.2655 0.4750 4.0048
C -2.6095 0.2662 3.3352
O -3.4279 -0.4907 4.1595
C -4.4539 -1.0787 3.4039
N -0.3127 1.0191 3.0409
H -1.5681 2.4054 4.8708
H -0.3710 1.4531 5.6840
H -2.0525 1.0205 5.9306
H -0.9699 -0.5524 4.2702
H -2.4075 -0.2592 2.3883
H -3.0238 1.2464 3.0446
H -4.9642 -1.7577 4.0822
H -4.0311 -1.6735 2.5803
H -5.1516 -0.3728 2.9386
H -0.3755 0.5228 2.1613
H 0.6514 0.8505 3.3322
C -1.2613 -1.0009 -5.8089
C -0.6047 -1.1732 -4.4533
C 0.6343 -0.3595 -4.1339
O 0.2568 1.0007 -3.7159
C 1.3168 1.9061 -3.9408
N -1.5998 -1.0698 -3.3028
H -2.1895 -1.5728 -5.8725
H -0.6010 -1.3540 -6.6016
H -1.5405 0.0274 -6.0645
H -0.1572 -2.1829 -4.4546
H 1.3387 -0.4361 -4.9583
H 1.0731 -0.6731 -3.1803
H 1.7824 1.9617 -4.9183
H 2.1089 1.6273 -3.2204
H 1.1131 2.8840 -3.5013
H -1.1910 -1.8829 -2.7587
H -2.4775 -1.4490 -3.6615
C -2.1453 4.2425 -0.1123
C -1.9709 2.8026 -0.5931
C -3.3138 2.1642 -0.9179
O -3.0640 0.8789 -1.4790
C -4.0824 -0.0877 -1.1776
N -1.0443 2.7366 -1.7710
H -2.5231 4.8928 -0.9037
H -1.1818 4.5666 0.2806
H -2.8422 4.3280 0.7249
H -1.4879 2.2364 0.2071
H -3.8865 2.8134 -1.5923
H -3.8157 2.1130 0.0508
H -3.7729 -1.0733 -1.5139
H -4.9926 0.2071 -1.7042
H -4.2223 -0.1755 -0.0999
H -0.1087 3.0774 -1.4433
H -1.4089 3.4716 -2.3926
*
```

***

Number 1: HOMO level -9.658 eV. Number 2: HOMO level -14.306 eV. Number 3: HOMO level -9.227 eV. Number 4: HOMO level -10.644 eV.